1.
C45H53GeN3O4Si2Sr | ωB97M-V/def2-TZVPD

Properties
Frontier orbital gap in eV: 4.844

Geometry as ORCA input:
```
! RIJCOSX wB97M-V def2-TZVPD def2/J DEFGRID3
* xyz -2 1
Sr -0.6043 0.1305 1.0080
C 0.0933 4.3575 -0.6757
C -0.8744 3.3541 -0.0509
O -0.8389 2.1715 -0.4850
C -1.7136 3.8538 0.9495
C -2.6204 3.1063 1.7497
C -3.5886 3.8968 2.6002
N -2.6175 1.8002 1.7698
N -3.6180 1.2738 2.5910
C -3.6116 -0.0106 2.6404
O -2.7614 -0.7584 1.9676
C -4.5356 -0.6176 3.6402
C -4.1686 -1.7269 4.3932
C -5.0110 -2.2370 5.3687
C -6.2454 -1.6468 5.6025
C -6.6205 -0.5357 4.8574
C -5.7700 -0.0230 3.8909
H 0.7826 3.8385 -1.3364
H 0.6636 4.8655 0.1038
H -0.4411 5.1173 -1.2524
H -1.6584 4.9193 1.1385
H -3.3521 4.9592 2.5482
H -3.5613 3.5552 3.6340
H -4.6105 3.7415 2.2505
H -3.2087 -2.1986 4.2275
H -4.6985 -3.1003 5.9435
H -6.9093 -2.0488 6.3593
H -7.5822 -0.0660 5.0293
H -6.0434 0.8482 3.3113
C 1.5321 -1.6286 4.4783
Si -0.2855 -2.0245 4.1042
C -1.2156 -0.5806 4.9291
C -0.6796 -3.4984 5.2603
C -0.5981 -2.1537 2.3171
C 0.5364 -2.6102 1.5622
C 1.4123 -3.6529 2.0042
C 2.5009 -4.0364 1.2707
C 2.7503 -3.4214 0.0392
C 1.8635 -2.4439 -0.3563
N 0.8114 -2.0259 0.3441
Si -2.4160 -2.5557 1.5289
C -4.3666 -2.8155 1.3162
C -2.2465 -4.4211 2.0701
C -2.0676 -2.4913 -0.3541
H 1.6456 -1.3982 5.5424
H 1.8644 -0.7604 3.9026
H 2.2112 -2.4462 4.2389
H -0.6043 -0.2048 5.7549
H -2.1834 -0.8657 5.3473
H -1.3921 0.2552 4.2479
H -0.3962 -3.2490 6.2883
H -0.1416 -4.4037 4.9678
H -1.7462 -3.7410 5.2595
H 1.1668 -4.1611 2.9271
H 3.1464 -4.8342 1.6265
H 3.5911 -3.6920 -0.5852
H 2.0044 -1.9679 -1.3250
H -4.9023 -3.1528 2.2050
H -4.4730 -3.6092 0.5695
H -4.8884 -1.9286 0.9387
H -2.3956 -4.5130 3.1511
H -1.2394 -4.7920 1.8621
H -2.9798 -5.0731 1.5833
H -1.9388 -1.4756 -0.7470
H -2.9007 -2.9241 -0.9111
H -1.1620 -3.0408 -0.6015
O 3.4862 1.0649 1.7248
C 2.6106 1.2623 0.8850
O 1.3521 1.1234 1.0232
C 3.0237 1.7453 -0.5213
C 2.1733 1.0507 -1.5807
Ge 2.5889 1.4391 -3.4312
C 1.6023 2.9705 -4.1538
C 2.1153 3.9256 -5.0283
C 1.3056 4.9265 -5.5517
C -0.0370 4.9844 -5.2089
C -0.5653 4.0397 -4.3396
C 0.2482 3.0449 -3.8182
C 4.5276 1.5562 -3.6991
C 5.2448 2.7410 -3.8505
C 6.6267 2.7320 -3.9966
C 7.3191 1.5310 -3.9859
C 6.6247 0.3408 -3.8186
C 5.2447 0.3576 -3.6791
C 1.9783 -0.0758 -4.5215
C 0.8740 -0.8190 -4.1046
C 0.3784 -1.8613 -4.8767
C 0.9843 -2.1767 -6.0846
C 2.0873 -1.4504 -6.5120
C 2.5790 -0.4109 -5.7339
H 4.0899 1.5505 -0.6507
H 2.8748 2.8300 -0.5552
H 1.1178 1.2578 -1.3879
H 2.3156 -0.0295 -1.4851
H 3.1561 3.8871 -5.3304
H 1.7263 5.6607 -6.2292
H -0.6686 5.7674 -5.6115
H -1.6078 4.0840 -4.0506
H -0.1791 2.3417 -3.1099
H 4.7299 3.6947 -3.8233
H 7.1627 3.6671 -4.1064
H 8.3969 1.5221 -4.0947
H 7.1584 -0.6012 -3.7885
H 4.7181 -0.5814 -3.5474
H 0.3991 -0.5975 -3.1543
H -0.4742 -2.4305 -4.5283
H 0.6023 -2.9916 -6.6876
H 2.5690 -1.6973 -7.4513
H 3.4477 0.1423 -6.0762
*
```



2.
C30H32HfN4OS4 | ωB97M-V/def2-TZVPD

Properties
Frontier orbital gap in eV: 7.033

Geometry as ORCA input:
```
! RIJCOSX wB97M-V def2-TZVPD def2/J DEFGRID3
* xyz 2 1
Hf -0.7150 -0.0454 -0.7875
S -3.2030 0.5700 -0.6305
C -4.0512 -0.9709 -0.4763
C -5.3640 -1.0945 -0.9141
C -6.0282 -2.3047 -0.7931
C -5.3999 -3.4123 -0.2412
C -4.0971 -3.3032 0.2189
C -3.4392 -2.0865 0.1046
S -1.7964 -1.9399 0.7681
C -2.0941 -0.8498 2.1966
C -1.3002 0.4259 2.3001
C -1.3989 1.0923 3.5124
C -0.6866 2.2570 3.7172
C 0.1583 2.6953 2.7137
C 0.2259 1.9866 1.5253
C 1.1780 2.5072 0.4813
S 1.5752 1.3912 -0.8839
C 2.7923 0.2697 -0.2405
C 4.0089 0.7561 0.2186
C 4.9678 -0.1316 0.6694
C 4.7130 -1.4979 0.6252
C 3.5145 -1.9795 0.1342
C 2.5333 -1.0971 -0.3089
S 1.0513 -1.7893 -0.9880
N -0.5319 0.8917 1.2875
H -5.8639 -0.2417 -1.3522
H -7.0504 -2.3814 -1.1343
H -5.9230 -4.3545 -0.1608
H -3.5966 -4.1490 0.6684
H -1.8806 -1.4419 3.0873
H -3.1612 -0.6184 2.1905
H -2.0334 0.6856 4.2874
H -0.7659 2.7966 4.6502
H 0.7726 3.5746 2.8454
H 2.1096 2.8076 0.9609
H 0.7754 3.4064 0.0050
H 4.2088 1.8191 0.2170
H 5.9177 0.2347 1.0301
H 5.4668 -2.1965 0.9595
H 3.3319 -3.0437 0.0894
O -1.6645 -1.1010 -2.5777
C -1.0793 -1.8926 -3.6472
C -0.5042 -0.9911 -4.7240
C 0.3456 0.1612 -4.1532
C -0.4477 1.3865 -3.7744
C -0.7633 2.3100 -4.7682
C -1.4779 3.4531 -4.4644
C -1.8698 3.6639 -3.1480
C -1.5482 2.7013 -2.2158
N -0.8618 1.5811 -2.5082
H -2.4559 -0.6356 -2.8898
H -1.8529 -2.5587 -4.0283
H -0.3064 -2.4922 -3.1712
H -1.2992 -0.5853 -5.3553
H 0.1097 -1.6186 -5.3715
H 1.0659 0.4784 -4.9071
H 0.9312 -0.2080 -3.3042
H -0.4282 2.1221 -5.7778
H -1.7169 4.1719 -5.2356
H -2.4258 4.5396 -2.8495
H -1.8578 2.8272 -1.1824
C 4.0977 -1.8641 4.4765
N 3.5556 -0.5739 4.0807
C 4.0705 0.6250 4.7245
C 2.5245 -0.5066 3.2822
N 1.6260 -0.4477 2.5517
H 3.9547 -2.0267 5.5473
H 5.1651 -1.9041 4.2512
H 3.5894 -2.6520 3.9269
H 3.9394 0.5637 5.8068
H 3.5320 1.4925 4.3518
H 5.1320 0.7437 4.5012
*
```



3.
C5H11N | ωB97M-V/def2-TZVPD

Properties
Frontier orbital gap in eV: 10.751

Geometry as ORCA input:
```
! RIJCOSX wB97M-V def2-TZVPD def2/J DEFGRID3
* xyz 0 1
C -2.9024 -0.0028 -0.2933
C -2.6255 0.9409 0.6738
C 0.8354 0.5565 1.1431
C 0.9379 -0.7172 -1.0968
C 0.4963 -0.5044 0.3840
N -3.2330 -0.7756 -1.0857
H 4.8564 -0.8691 -1.1366
H -3.0200 1.9088 0.4479
H -3.1499 0.6347 1.6362
H -1.5825 1.0596 1.0040
H 1.3402 1.6078 0.9425
H 0.6217 0.3459 2.1573
H 4.2173 -0.5381 -1.4286
H 0.0126 -0.6557 -1.6146
H 1.3456 -1.6842 -1.1002
H 1.6616 0.0427 -1.5536
H 0.1882 -1.3499 0.9207
*
```



Which DFT total energy belongs to each record? In order, -4898.6004, -3097.0898, -251.7537 hartree.